1.
{"formula": "C7H16N2", "method": "wB97M-V/def2-TZVPD", "symbols": ["C", "C", "C", "N", "N", "H", "H", "H", "H", "H", "H", "H", "H", "C", "C", "C", "C", "H", "H", "H", "H", "H", "H", "H", "H"], "coordinates": [[-1.216, -1.443, -0.236], [-1.768, -0.165, -0.654], [-1.933, 0.904, 0.165], [-1.784, 0.871, 1.554], [-2.336, 2.159, -0.296], [-0.027, -1.170, 0.095], [-1.261, -2.208, -1.006], [-1.636, -1.837, 0.692], [-1.828, 0.023, -1.719], [-2.514, 1.368, 2.046], [-1.647, -0.056, 1.926], [-2.292, 2.255, -1.300], [-1.870, 2.926, 0.173], [2.084, -1.850, -0.347], [1.572, -0.584, 0.314], [2.393, 0.647, 0.016], [0.993, 1.017, -0.327], [1.499, -2.717, -0.037], [2.021, -1.758, -1.432], [3.120, -2.052, -0.060], [1.411, -0.701, 1.383], [3.065, 0.562, -0.835], [2.855, 1.162, 0.856], [0.658, 1.033, -1.352], [0.442, 1.615, 0.381]], "nbo_charge": [-0.67, -0.36, 0.35, -0.85, -0.83, 0.26, 0.22, 0.19, 0.19, 0.38, 0.38, 0.38, 0.37, -0.61, -0.27, -0.45, -0.35, 0.21, 0.21, 0.21, 0.21, 0.20, 0.21, 0.21, 0.22], "relative_energy_kcal_mol": 84.1, "smiles": "CC=C(N)N.CC1CC1", "e_lumo_ev": 1.058, "energy_ev": -10495.6093, "gap_ev": 8.097}

---

2.
{"formula": "C58H167N25O19", "method": "wB97M-V/def2-TZVPD", "symbols": ["C", "O", "N", "N", "H", "H", "H", "H", "C", "O", "N", "N", "H", "H", "H", "H", "C", "O", "N", "N", "H", "H", "H", "H", "C", "O", "N", "N", "H", "H", "H", "H", "C", "O", "N", "N", "H", "H", "H", "H", "C", "O", "N", "N", "H", "H", "H", "H", "C", "C", "C", "O", "C", "N", "H", "H", "H", "H", "H", "H", "H", "H", "H", "H", "H", "C", "C", "C", "O", "C", "N", "H", "H", "H", "H", "H", "H", "H", "H", "H", "H", "H", "C", "C", "C", "O", "C", "N", "H", "H", "H", "H", "H", "H", "H", "H", "H", "H", "H", "C", "C", "C", "O", "C", "N", "H", "H", "H", "H", "H", "H", "H", "H", "H", "H", "H", "C", "C", "C", "O", "C", "N", "H", "H", "H", "H", "H", "H", "H", "H", "H", "H", "H", "C", "C", "C", "O", "C", "N", "H", "H", "H", "H", "H", "H", "H", "H", "H", "H", "H", "C", "C", "C", "O", "C", "N", "H", "H", "H", "H", "H", "H", "H", "H", "H", "H", "H", "C", "C", "C", "O", "C", "N", "H", "H", "H", "H", "H", "H", "H", "H", "H", "H", "H", "C", "C", "C", "O", "C", "N", "H", "H", "H", "H", "H", "H", "H", "H", "H", "H", "H", "C", "C", "C", "O", "C", "N", "H", "H", "H", "H", "H", "H", "H", "H", "H", "H", "H", "C", "C", "C", "O", "C", "N", "H", "H", "H", "H", "H", "H", "H", "H", "H", "H", "H", "C", "C", "C", "O", "C", "N", "H", "H", "H", "H", "H", "H", "H", "H", "H", "H", "H", "C", "C", "C", "O", "C", "N", "H", "H", "H", "H", "H", "H", "H", "H", "H", "H", "H"], "coordinates": [[-1.425, 9.719, -4.351], [-1.350, 8.887, -5.244], [-0.449, 10.075, -3.587], [-2.504, 10.172, -3.831], [0.463, 9.652, -3.691], [-0.592, 10.933, -3.073], [-3.246, 9.693, -4.319], [-2.723, 10.782, -3.056], [-5.933, 10.604, -9.538], [-5.541, 11.749, -9.360], [-5.160, 9.491, -9.621], [-7.206, 10.296, -9.599], [-5.627, 8.597, -9.662], [-4.156, 9.599, -9.596], [-7.704, 11.084, -9.210], [-7.437, 9.331, -9.785], [-2.663, 12.753, -6.537], [-3.618, 13.221, -6.026], [-2.470, 12.546, -7.846], [-1.523, 12.539, -5.929], [-1.553, 12.371, -8.232], [-3.244, 12.669, -8.483], [-1.421, 12.796, -4.958], [-0.720, 12.149, -6.402], [-4.388, 7.095, -5.894], [-5.446, 6.467, -5.943], [-3.228, 6.507, -5.806], [-4.221, 8.328, -6.104], [-2.473, 7.168, -5.924], [-2.995, 5.524, -5.788], [-3.284, 8.696, -6.191], [-4.968, 8.974, -6.315], [4.389, 20.731, -6.960], [4.417, 20.492, -5.761], [3.973, 19.869, -7.898], [4.777, 21.904, -7.457], [3.556, 18.977, -7.673], [4.192, 20.091, -8.859], [5.085, 22.512, -6.711], [4.904, 22.124, -8.435], [1.390, 4.970, -11.271], [0.684, 4.081, -10.739], [1.881, 6.118, -10.760], [1.683, 4.902, -12.521], [2.400, 6.779, -11.320], [1.340, 6.409, -9.958], [1.934, 5.763, -12.985], [1.340, 4.113, -13.050], [-0.252, 4.029, -5.506], [1.039, 4.565, -5.882], [1.359, 5.934, -5.210], [2.571, 6.542, -5.760], [2.726, 7.782, -5.145], [2.049, 3.498, -5.708], [-1.007, 4.814, -5.525], [-0.203, 3.515, -4.546], [-0.606, 3.312, -6.246], [1.122, 4.818, -6.939], [1.373, 5.751, -4.136], [0.531, 6.555, -5.551], [2.743, 7.707, -4.058], [1.914, 8.426, -5.482], [3.712, 8.197, -5.353], [2.951, 3.863, -5.978], [2.326, 3.554, -4.738], [9.702, 18.216, -1.709], [9.864, 17.222, -2.957], [8.535, 17.126, -3.881], [7.244, 17.011, -3.183], [6.933, 15.750, -2.556], [11.102, 17.562, -3.624], [8.733, 18.092, -1.225], [9.840, 19.274, -1.934], [10.535, 18.045, -1.026], [10.052, 16.243, -2.516], [8.736, 16.338, -4.607], [8.394, 18.015, -4.495], [5.887, 15.757, -2.249], [7.597, 15.732, -1.691], [7.112, 14.931, -3.252], [11.753, 17.901, -2.930], [11.593, 16.734, -3.929], [8.632, 12.120, -2.736], [8.488, 11.429, -4.080], [8.012, 12.400, -5.217], [7.823, 11.841, -6.493], [6.652, 11.073, -6.611], [9.741, 10.816, -4.370], [9.109, 11.506, -1.972], [7.666, 12.448, -2.352], [9.246, 13.019, -2.777], [7.813, 10.579, -4.177], [8.681, 13.252, -5.342], [7.147, 12.956, -4.855], [5.768, 11.502, -6.140], [6.843, 10.053, -6.280], [6.505, 11.128, -7.690], [10.006, 11.370, -5.173], [9.388, 9.967, -4.788], [3.232, 15.445, -11.166], [2.788, 16.738, -11.841], [1.646, 17.476, -11.120], [1.838, 17.503, -9.657], [1.072, 18.290, -8.754], [3.944, 17.634, -11.969], [3.946, 15.529, -10.347], [3.898, 14.892, -11.829], [2.347, 14.869, -10.898], [2.476, 16.446, -12.844], [0.674, 17.045, -11.362], [1.683, 18.479, -11.545], [1.174, 19.372, -8.672], [1.204, 17.859, -7.762], [0.007, 18.334, -8.983], [3.908, 18.227, -12.786], [3.724, 18.216, -11.173], [8.115, 14.041, -9.111], [7.343, 15.177, -9.593], [6.140, 15.532, -8.720], [6.683, 16.011, -7.436], [5.713, 16.475, -6.485], [8.204, 16.395, -9.763], [8.696, 14.326, -8.234], [8.793, 13.641, -9.865], [7.426, 13.259, -8.793], [6.872, 14.860, -10.523], [5.518, 14.640, -8.635], [5.618, 16.323, -9.259], [5.159, 15.650, -6.037], [5.086, 17.269, -6.890], [6.238, 16.880, -5.620], [9.173, 16.145, -9.624], [8.031, 16.928, -8.923], [2.365, 10.785, -8.060], [1.262, 11.657, -7.550], [1.438, 13.088, -8.324], [2.759, 13.591, -8.245], [3.259, 13.829, -6.924], [-0.011, 11.028, -7.862], [2.318, 9.767, -7.673], [3.349, 11.227, -7.903], [2.455, 10.738, -9.145], [1.369, 11.714, -6.466], [0.767, 13.882, -7.994], [1.255, 13.053, -9.398], [3.048, 12.957, -6.305], [2.798, 14.641, -6.361], [4.347, 13.887, -6.928], [0.068, 10.745, -8.828], [-0.069, 10.224, -7.253], [6.204, 9.562, 0.841], [6.529, 10.781, -0.027], [5.356, 11.516, -0.577], [4.482, 10.684, -1.334], [4.974, 10.257, -2.584], [7.349, 11.665, 0.841], [5.459, 8.887, 0.422], [5.754, 10.000, 1.733], [7.011, 8.938, 1.224], [7.193, 10.508, -0.848], [5.674, 12.405, -1.121], [4.714, 11.887, 0.222], [5.816, 9.565, -2.594], [5.311, 11.038, -3.266], [4.303, 9.547, -3.069], [7.074, 11.352, 1.761], [6.946, 12.584, 0.723], [-3.774, 16.913, -5.391], [-3.404, 17.551, -6.754], [-3.881, 18.989, -6.734], [-5.260, 19.223, -6.556], [-6.168, 19.104, -7.649], [-1.922, 17.428, -6.947], [-4.863, 16.927, -5.336], [-3.455, 17.632, -4.637], [-3.344, 15.924, -5.237], [-3.981, 16.965, -7.470], [-3.542, 19.395, -7.687], [-3.374, 19.543, -5.945], [-6.360, 18.034, -7.720], [-5.604, 19.400, -8.534], [-7.171, 19.522, -7.554], [-1.353, 17.682, -6.152], [-1.563, 16.499, -7.117], [2.556, 17.645, -4.033], [1.483, 16.824, -4.678], [0.994, 15.736, -3.811], [1.962, 14.693, -3.721], [2.001, 13.932, -2.562], [0.375, 17.739, -5.046], [2.946, 18.396, -4.721], [3.373, 17.043, -3.637], [2.111, 18.070, -3.133], [1.740, 16.324, -5.612], [0.005, 15.297, -3.946], [0.937, 16.211, -2.832], [1.146, 14.003, -1.890], [2.855, 14.309, -1.999], [2.181, 12.880, -2.782], [0.007, 18.054, -4.159], [0.810, 18.575, -5.409], [4.970, 5.161, -10.266], [4.906, 4.809, -8.795], [5.455, 3.350, -8.501], [5.435, 3.170, -7.069], [5.895, 1.851, -6.701], [5.535, 5.896, -8.039], [4.395, 6.085, -10.329], [4.496, 4.431, -10.922], [5.985, 5.433, -10.554], [3.841, 4.838, -8.566], [6.493, 3.396, -8.833], [5.016, 2.512, -9.041], [6.888, 1.710, -7.127], [5.212, 1.020, -6.880], [6.118, 1.989, -5.643], [4.827, 6.562, -7.765], [5.740, 5.440, -7.161], [1.304, 9.210, -14.308], [2.762, 8.877, -13.956], [3.314, 9.676, -12.728], [4.747, 9.934, -12.759], [5.094, 11.102, -11.878], [2.977, 7.496, -13.679], [1.185, 10.245, -14.627], [0.630, 9.149, -13.453], [0.777, 8.585, -15.029], [3.294, 9.112, -14.878], [3.003, 9.272, -11.765], [2.829, 10.640, -12.880], [4.898, 10.764, -10.860], [4.737, 12.074, -12.219], [6.179, 11.172, -11.955], [3.952, 7.244, -13.748], [2.615, 7.048, -14.509], [0.640, 13.181, -12.852], [-0.419, 13.503, -11.763], [-1.325, 14.701, -12.046], [-2.228, 14.737, -10.867], [-1.720, 15.530, -9.865], [-1.088, 12.282, -11.382], [1.515, 13.830, -12.815], [0.079, 13.236, -13.785], [1.007, 12.164, -12.714], [0.132, 13.771, -10.862], [-1.764, 14.547, -13.032], [-0.701, 15.574, -12.240], [-2.432, 15.722, -9.062], [-1.541, 16.484, -10.361], [-0.802, 15.212, -9.370], [-1.446, 11.994, -12.282], [-1.889, 12.710, -10.939], [-0.259, 8.755, -10.598], [-1.680, 8.668, -10.086], [-1.907, 7.689, -8.949], [-1.180, 6.501, -9.256], [-1.445, 5.392, -8.396], [-2.276, 10.018, -9.824], [-0.047, 7.964, -11.317], [0.437, 8.786, -9.760], [-0.105, 9.711, -11.100], [-2.261, 8.339, -10.948], [-2.971, 7.460, -8.883], [-1.766, 8.125, -7.960], [-2.519, 5.209, -8.434], [-1.256, 5.661, -7.357], [-0.844, 4.530, -8.687], [-1.719, 10.721, -10.290], [-1.907, 10.277, -8.920]], "mulliken_charge": [0.31, -0.43, -0.30, -0.20, 0.12, 0.12, 0.29, 0.17, 0.58, -0.62, -0.15, -0.46, 0.22, 0.04, 0.28, 0.17, 0.02, -0.69, 0.71, 0.58, -0.69, 0.04, -0.02, -0.62, 0.74, -0.78, 0.17, 0.07, -0.13, 0.13, -0.48, 0.14, 0.68, -0.62, -0.04, -0.45, -0.14, 0.14, 0.25, 0.16, 0.66, -0.74, 0.34, -0.38, 0.04, -0.23, 0.17, 0.23, -1.56, 1.10, -0.55, -0.12, -0.63, -0.61, 0.15, 0.48, 0.34, -0.27, 0.32, 0.07, 0.40, 0.07, 0.25, 0.13, 0.37, -1.50, 0.69, -0.54, -0.37, -0.45, -0.76, 0.32, 0.38, 0.42, 0.09, 0.10, 0.41, 0.22, 0.41, 0.04, 0.26, 0.28, -1.07, 0.79, -0.82, -0.37, -0.67, -0.74, 0.38, -0.07, 0.25, 0.09, 0.45, 0.22, 0.21, 0.39, 0.27, 0.32, 0.38, 0.40, 0.41, -0.50, 0.18, -0.81, -0.61, -0.66, 0.42, -0.40, 0.49, -0.27, 0.46, 0.38, 0.02, 0.32, 0.28, 0.12, -1.30, 0.57, -0.32, -0.23, 0.19, -0.89, 0.35, 0.38, -0.01, 0.42, -0.20, 0.46, 0.04, -0.19, 0.13, 0.31, 0.32, -1.42, 0.63, -0.84, 0.16, 1.56, 1.86, 0.47, -0.08, 0.20, 1.00, 0.18, -0.55, 0.11, -1.20, -0.36, -0.90, -0.70, -1.53, 0.98, -0.64, -0.45, -0.54, -0.65, 0.29, 0.41, 0.40, -0.10, 0.14, 0.35, 0.36, 0.32, 0.05, 0.34, 0.24, -1.51, 0.79, -0.81, -0.40, -0.68, -0.01, 0.40, 0.37, 0.29, 0.29, 0.40, 0.29, 0.27, 0.30, 0.25, 0.23, -0.23, -1.66, 1.78, -1.27, -0.13, -0.84, -0.41, 0.54, 0.20, 0.46, -1.30, 0.42, 0.50, 0.44, 0.22, 0.15, 0.26, 0.24, -1.49, 1.37, -0.88, -0.25, -0.87, -0.83, 0.09, 0.35, 0.45, -0.33, 0.43, 0.41, 0.37, 0.28, 0.26, 0.23, 0.39, -1.28, 0.12, 0.31, -0.55, -0.79, -0.48, 0.40, 0.12, 0.43, 0.30, -0.02, -0.09, 0.30, 0.38, 0.34, 0.16, 0.36, -0.91, 1.85, -0.86, -0.44, -0.06, -0.08, 0.20, 0.54, -0.16, -1.43, 0.31, 0.23, -0.05, 0.39, 0.00, 0.21, 0.37, -0.60, 0.73, -0.32, -0.31, -0.16, -0.17, 0.74, -0.08, -0.11, 0.31, 0.42, -0.28, 0.38, -0.46, 0.35, 0.06, -0.25], "relative_energy_kcal_mol": 33.3, "e_lumo_ev": -0.056, "energy_ev": -139000.0379, "gap_ev": 8.519}